1.
C26H42BaClN6O8P | the ωB97M-V functional and the def2-TZVPD basis

Last column: Löwdin charge in e.
Element x y z (Å)
1 Ba 0.257 -0.925 0.010  2.15
2 O -0.744 -2.908 -4.049  0.09
3 C -0.035 -2.621 -2.899  -0.44
4 O -0.383 -2.794 -1.746  -0.07
5 C 1.221 -1.915 -3.236  -0.20
6 C 1.730 -1.790 -4.528  0.03
7 C 2.802 -0.876 -4.715  -0.03
8 C 3.356 -0.288 -3.615  0.03
9 C 2.826 -0.549 -2.291  -0.19
10 N 1.906 -1.421 -2.177  0.04
11 C 3.215 0.336 -1.067  -0.62
12 O 4.354 0.786 -1.358  -0.02
13 O 2.545 0.442 0.013  -0.22
14 H -1.686 -3.183 -3.861  0.16
15 H 1.184 -2.392 -5.264  0.12
16 H 3.173 -0.703 -5.735  0.12
17 H 4.216 0.369 -3.694  0.12
18 N -0.636 2.103 -1.797  -0.03
19 C -0.396 3.282 -2.650  -0.28
20 C 0.935 3.108 -3.508  -0.21
21 C 1.340 4.239 -4.455  -0.23
22 C 0.369 4.599 -5.615  -0.29
23 N 0.764 3.920 -6.832  -0.04
24 H -1.346 2.414 -1.111  0.07
25 H 0.199 2.016 -1.194  0.05
26 H -0.417 4.255 -2.042  0.13
27 H -1.225 3.345 -3.416  0.11
28 H 0.818 2.207 -4.142  0.11
29 H 1.825 2.955 -2.850  0.11
30 H 2.349 3.912 -4.859  0.12
31 H 1.481 5.209 -3.946  0.10
32 H 0.389 5.697 -5.789  0.10
33 H -0.645 4.273 -5.329  0.10
34 H 1.559 4.294 -7.300  0.05
35 H 0.044 3.510 -7.487  0.09
36 C -0.427 -3.356 3.715  -0.07
37 N 1.023 -3.640 3.867  -0.30
38 C 1.334 -4.537 4.942  -0.13
39 P 2.005 -2.541 3.135  0.56
40 O 1.484 -2.235 1.785  -0.50
41 N 3.516 -3.312 2.969  -0.33
42 C 3.603 -4.591 2.341  -0.13
43 C 4.730 -2.545 2.988  -0.11
44 N 2.151 -1.163 4.100  -0.31
45 C 2.004 -1.234 5.568  -0.08
46 C 2.102 0.178 3.590  -0.11
47 H -0.971 -4.281 3.370  0.11
48 H -0.536 -2.598 2.975  0.04
49 H -0.951 -2.955 4.599  0.09
50 H 2.429 -4.559 5.062  0.09
51 H 0.976 -5.546 4.753  0.09
52 H 0.966 -4.219 5.912  0.07
53 H 4.036 -4.586 1.329  0.09
54 H 2.573 -5.048 2.287  0.10
55 H 4.267 -5.247 2.942  0.09
56 H 4.580 -1.694 3.738  0.10
57 H 5.050 -2.111 2.033  0.09
58 H 5.516 -3.217 3.314  0.07
59 H 1.406 -2.095 5.831  0.04
60 H 1.422 -0.367 5.910  0.09
61 H 2.993 -1.327 6.078  0.10
62 H 2.844 0.800 4.138  0.10
63 H 1.056 0.617 3.662  0.10
64 H 2.421 0.101 2.525  0.07
65 C -6.429 -0.007 -0.122  -0.04
66 C -6.002 1.422 0.033  -0.20
67 C -6.312 2.472 -0.815  -0.04
68 C -5.959 3.795 -0.426  -0.66
69 Cl -6.697 5.207 -1.160  0.63
70 C -5.088 3.939 0.626  -0.13
71 C -4.716 2.892 1.479  -0.01
72 C -5.054 1.589 1.082  -0.24
73 O -4.427 0.471 1.469  -0.04
74 C -3.221 0.546 2.209  -0.08
75 C -2.038 -0.102 1.491  -0.72
76 O -2.330 -0.808 0.503  -0.15
77 O -0.887 0.204 1.967  -0.26
78 H -6.794 -0.401 0.838  0.09
79 H -5.531 -0.623 -0.440  0.10
80 H -7.271 -0.126 -0.874  0.10
81 H -6.881 2.354 -1.663  0.08
82 H -4.807 4.980 0.855  0.11
83 H -4.056 3.049 2.338  0.11
84 H -3.429 -0.033 3.126  0.14
85 H -3.017 1.580 2.555  0.12

Computed properties:
- Energy above the lowest of the compared OMol25 structures with the same formula, charge and spin: 0.493 eV



2.
C26H42BrFIN2O7PS2 | the ωB97M-V functional and the def2-TZVPD basis

Last column: Löwdin charge in e.
Element x y z (Å)
1 C -0.035 4.060 -4.386  -0.15
2 C 0.992 2.785 -4.350  -0.22
3 C 0.284 1.372 -3.787  -0.23
4 N 0.909 0.714 -2.673  -0.11
5 C 0.530 0.676 -1.259  -0.23
6 C 0.585 -0.985 -1.010  -0.14
7 O 1.791 -1.577 -0.508  -0.17
8 C 1.627 -2.467 0.641  -0.10
9 C 2.508 -2.083 2.006  0.06
10 C 2.417 -3.006 3.378  -0.16
11 C 3.303 -2.461 4.670  -0.12
12 C 1.482 -4.390 3.451  -0.03
13 C 0.626 -4.787 2.095  -0.02
14 C 0.703 -3.814 0.742  -0.06
15 C -0.236 -4.278 -0.557  -0.34
16 C -0.369 -5.909 -0.706  -0.13
17 C -1.770 -3.732 -0.173  -0.11
18 C 1.855 1.469 -0.602  -0.41
19 P 3.480 0.916 -1.581  0.43
20 S 5.026 0.701 -0.425  0.19
21 C 1.940 3.065 -0.814  -0.22
22 C 3.449 3.751 -1.034  -0.12
23 F 1.497 3.932 0.345  -0.15
24 O 2.217 1.081 0.747  -0.41
25 S 1.104 1.284 1.966  0.87
26 O 1.701 0.730 3.319  -0.42
27 O -0.214 0.287 1.634  -0.38
28 C -1.264 1.039 0.867  -0.54
29 Br -1.004 2.764 1.935  0.90
30 O -2.481 0.323 1.195  -0.14
31 C -3.444 0.888 2.077  -0.19
32 C -3.225 0.585 3.709  -0.32
33 C -2.143 -0.604 4.019  -0.06
34 O -2.970 1.849 4.479  -0.15
35 C -0.964 1.182 -0.773  -0.16
36 C -1.422 2.680 -1.188  -0.26
37 N -2.735 3.239 -0.694  -0.03
38 C -1.986 0.137 -1.594  -0.11
39 C -3.440 0.634 -2.050  -0.63
40 O -4.507 0.313 -1.266  -0.13
41 I -3.958 1.782 -3.875  0.81
42 H -1.071 3.720 -4.844  0.07
43 H 0.465 4.903 -5.050  0.09
44 H -0.166 4.475 -3.283  0.07
45 H 1.986 2.980 -3.717  0.08
46 H 1.389 2.660 -5.469  0.11
47 H -0.910 1.448 -3.805  0.06
48 H 0.441 0.669 -4.753  0.14
49 H 1.368 -0.167 -3.059  0.13
50 H -0.227 -1.367 -0.219  0.12
51 H 0.229 -1.591 -1.979  0.15
52 H 3.177 -1.094 1.982  0.10
53 H 3.976 -1.554 4.319  0.08
54 H 2.561 -2.035 5.497  0.09
55 H 3.922 -3.359 5.119  0.08
56 H 1.431 -5.029 4.441  0.09
57 H -0.041 -5.771 2.122  0.09
58 H 0.127 -3.740 -1.557  0.13
59 H -0.978 -6.382 0.200  0.07
60 H -1.043 -6.112 -1.668  0.09
61 H 0.655 -6.469 -0.874  0.09
62 H -2.317 -4.575 0.426  0.08
63 H -2.354 -3.319 -1.099  0.08
64 H -1.623 -2.831 0.596  0.08
65 H 3.317 -0.433 -2.155  0.00
66 H 3.685 1.673 -2.789  -0.01
67 H 1.300 3.504 -1.720  0.13
68 H 4.228 3.422 -0.226  0.07
69 H 3.334 4.930 -0.847  0.11
70 H 3.826 3.711 -2.142  0.07
71 H -3.778 2.012 1.911  0.13
72 H -4.462 0.293 1.852  0.16
73 H -4.259 0.193 4.164  0.15
74 H -2.361 -1.055 5.081  0.09
75 H -1.079 -0.070 4.114  0.09
76 H -2.021 -1.403 3.170  0.09
77 H -2.756 1.588 5.431  0.11
78 H -1.524 2.881 -2.363  0.07
79 H -0.689 3.562 -0.855  0.11
80 H -3.301 2.596 -0.122  0.04
81 H -2.635 4.148 -0.191  0.08
82 H -1.505 -0.271 -2.609  0.13
83 H -2.173 -0.883 -1.001  0.13

Computed properties:
- DFT total energy: -5760.52323 a.u.



3.
C26H43AuF5P2 | the ωB97M-V functional and the def2-TZVPD basis

Last column: Löwdin charge in e.
Element x y z (Å)
1 Au -1.495 1.721 -1.367  1.14
2 C -0.424 -2.660 2.683  -0.11
3 C 0.959 -2.840 2.403  -0.12
4 C 0.755 -1.126 3.923  -0.12
5 C -0.545 -1.607 3.631  -0.12
6 C 1.690 -1.913 3.193  -0.11
7 C -1.549 -3.454 2.152  -0.01
8 H -1.249 -4.037 1.276  0.08
9 H -2.388 -2.804 1.864  0.10
10 H -1.933 -4.162 2.903  0.12
11 C -1.793 -1.095 4.225  0.02
12 H -2.629 -1.770 4.021  0.09
13 H -2.054 -0.105 3.822  0.10
14 H -1.693 -0.985 5.313  0.11
15 C 1.055 -0.006 4.836  0.02
16 H 0.641 -0.181 5.839  0.11
17 H 0.618 0.934 4.467  0.11
18 H 2.135 0.143 4.933  0.09
19 C 3.161 -1.835 3.310  0.00
20 H 3.537 -2.489 4.113  0.12
21 H 3.482 -0.815 3.548  0.09
22 H 3.654 -2.149 2.383  0.08
23 C 1.534 -3.854 1.495  0.01
24 H 1.632 -4.833 1.986  0.12
25 H 2.532 -3.557 1.155  0.09
26 H 0.903 -3.995 0.609  0.09
27 C -2.323 1.230 -3.127  -0.33
28 C -2.394 -0.277 -3.092  -0.48
29 C -1.120 -0.921 -3.687  -0.21
30 C 0.172 -0.491 -3.003  -0.18
31 C 0.138 0.743 -2.089  -0.30
32 C 0.696 1.966 -2.758  -0.39
33 C -0.310 2.725 -3.703  -0.16
34 C -1.504 1.898 -4.231  -0.19
35 H -1.090 -0.663 -4.762  0.11
36 H 0.938 -0.359 -3.791  0.12
37 H -1.177 -2.017 -3.660  0.09
38 H -1.174 1.195 -5.008  0.11
39 H -3.316 1.698 -3.021  0.12
40 H -3.232 -0.612 -3.728  0.09
41 H -2.159 2.613 -4.760  0.12
42 H -0.711 3.570 -3.122  0.11
43 H 1.502 1.656 -3.449  0.12
44 H 0.260 3.119 -4.559  0.12
45 H 0.562 -1.339 -2.409  0.11
46 H 0.653 0.482 -1.156  0.10
47 P -3.070 -0.983 -1.429  0.90
48 P 3.146 1.978 0.499  0.84
49 C 1.448 2.856 -1.697  -0.23
50 C 2.840 2.300 -1.310  -0.37
51 H 1.519 3.876 -2.097  0.11
52 H 0.809 2.971 -0.808  0.06
53 H 3.045 1.347 -1.824  0.07
54 H 3.606 3.014 -1.646  0.07
55 C 4.379 3.301 0.835  -0.31
56 H 5.185 2.902 1.465  0.03
57 H 3.846 4.095 1.384  0.03
58 H 4.781 3.707 -0.103  0.03
59 C 4.173 0.463 0.339  -0.32
60 H 4.523 0.345 -0.694  0.04
61 H 3.556 -0.407 0.611  0.00
62 H 5.031 0.526 1.017  0.03
63 C -4.843 -1.017 -1.922  -0.28
64 H -5.232 -2.040 -1.833  0.04
65 H -4.962 -0.661 -2.956  0.03
66 H -5.443 -0.328 -1.304  0.04
67 C -2.432 -2.696 -1.375  -0.31
68 H -1.590 -2.756 -0.662  0.01
69 H -2.116 -3.105 -2.343  0.03
70 H -3.264 -3.298 -0.985  0.04
71 F -2.790 3.777 0.383  0.01
72 C -2.452 2.451 0.453  -0.48
73 F -3.589 1.713 0.700  -0.02
74 C -1.500 2.276 1.654  -0.57
75 F -2.118 2.429 2.852  0.13
76 F -0.931 1.029 1.631  0.06
77 F -0.503 3.194 1.565  0.11

Computed properties:
- <S²>: 2.004
- 2S+1: 3
- Net charge: +1
- Energy above the lowest of the compared OMol25 structures with the same formula, charge and spin: 3.054 eV